Below is a single C20H22N2O3 molecule, with properties calculated with ωB97M-V/def2-TZVPD.

XYZ file:
```
47
Properties=species:S:1:pos:R:3:nbo_charge:R:1
C 4.919 2.885 -1.675 -0.4237
N 3.614 2.724 -1.084 -0.6055
C 3.441 2.310 0.194 0.6747
O 4.369 2.040 0.931 -0.6475
C 2.013 2.206 0.614 -0.3273
C 1.686 2.475 2.060 -0.3972
C 1.653 1.075 1.551 -0.2210
C 0.338 0.366 1.312 -0.0890
N 0.456 -0.515 0.162 -0.6266
C -0.051 -0.206 -1.047 0.8908
O -0.646 0.808 -1.316 -0.6611
O 0.203 -1.206 -1.928 -0.5233
C -0.481 -1.097 -3.172 -0.1042
C -1.959 -1.357 -3.023 0.0419
C -2.407 -2.305 -2.113 -0.2519
C -3.761 -2.540 -1.956 -0.1921
C -4.679 -1.835 -2.715 -0.2196
C -4.238 -0.893 -3.628 -0.2009
C -2.884 -0.650 -3.778 -0.2311
C -0.172 -0.421 2.502 0.0474
C -1.213 -1.323 2.311 -0.2239
C -1.713 -2.056 3.370 -0.2081
C -1.181 -1.894 4.638 -0.2140
C -0.152 -0.991 4.838 -0.2063
C 0.351 -0.257 3.776 -0.2308
H 5.041 2.224 -2.535 0.1933
H 5.651 2.625 -0.912 0.2417
H 5.076 3.918 -1.991 0.1937
H 2.810 2.924 -1.657 0.3936
H 1.275 2.479 -0.129 0.2306
H 2.512 2.757 2.696 0.2398
H 0.753 2.970 2.282 0.2201
H 2.476 0.429 1.836 0.2404
H -0.419 1.109 1.028 0.2407
H 0.983 -1.368 0.257 0.4099
H -0.316 -0.101 -3.597 0.2020
H -0.015 -1.851 -3.814 0.2035
H -1.687 -2.854 -1.523 0.2168
H -4.099 -3.275 -1.241 0.2106
H -5.737 -2.018 -2.593 0.2130
H -4.951 -0.337 -4.219 0.2131
H -2.542 0.095 -4.481 0.2107
H -1.636 -1.442 1.323 0.2172
H -2.522 -2.753 3.207 0.2127
H -1.570 -2.467 5.467 0.2132
H 0.264 -0.855 5.825 0.2133
H 1.148 0.449 3.947 0.2198
```

Results
Total charge ... 0
SMILES ... CNC(=O)[C@@H]1C[C@H]1[C@@H](NC(=O)OCc1ccccc1)c1ccccc1
Lowest unoccupied orbital energy ... 0.026 Eh
E_HOMO ... -9.1 eV
Relative energy (zero: lowest compared OMol25 entry of this formula, charge and spin) ... 101.9 kJ/mol


Below is a molecular structure, C20H22N2O4S in a non-equilibrium geometry, with properties calculated with ωB97M-V/def2-TZVPD.

XYZ file:
```
49
Properties=species:S:1:pos:R:3:nbo_charge:R:1
C 3.325 3.187 0.925 -0.6890
C 4.078 2.027 1.511 0.5553
O 5.212 2.102 1.802 -0.5393
C 3.454 0.781 1.928 -0.1546
C 2.270 0.486 1.437 -0.2236
C 1.601 -0.549 2.001 0.1704
C 2.310 -1.367 2.786 -0.2090
C 3.580 -1.446 3.120 -0.2288
C 4.222 -0.253 2.765 -0.1448
H 5.183 0.052 2.958 0.2230
H 4.013 -2.126 3.907 0.2342
H 1.796 -2.616 3.171 0.2217
N 0.316 -0.831 1.412 -0.6260
C -0.700 -1.860 1.870 0.6834
O -0.307 -2.959 2.393 -0.5690
C -1.957 -1.543 1.195 -0.3331
C -1.836 -1.393 -0.524 -0.2033
N -2.540 -0.254 -0.896 -0.7712
S -1.784 0.910 -1.155 2.3479
O -2.596 2.178 -1.362 -0.8945
O -0.633 1.160 -0.099 -1.0134
C -0.761 0.650 -2.428 -0.3690
C 0.518 0.259 -2.446 -0.1851
C 1.227 0.008 -3.574 -0.1923
C 0.548 -0.517 -4.853 -0.1520
C -0.870 0.045 -4.991 -0.2621
C -1.375 0.533 -3.950 -0.1144
H -2.615 0.596 -3.723 0.2000
H -1.277 0.117 -5.836 0.2030
H 1.052 -0.447 -5.825 0.2164
H 2.257 -0.450 -3.608 0.2274
H 1.180 0.250 -1.651 0.2360
C -4.001 -0.214 -0.465 -0.2207
H -4.164 0.820 -0.892 0.2697
C -4.068 -0.354 1.011 -0.4340
C -2.913 -0.544 1.861 -0.4168
H -2.189 0.285 1.499 0.2142
H -2.983 -0.399 2.899 0.2550
H -4.706 -1.303 1.292 0.2049
H -4.685 0.488 1.644 0.2446
H -4.617 -0.779 -1.083 0.2259
H -0.827 -1.219 -0.494 0.2603
H -2.192 -2.342 -0.865 0.2309
H -2.451 -2.498 1.290 0.2186
H -0.074 -0.110 1.133 0.3761
H 1.497 1.267 0.910 0.2391
H 4.002 4.063 0.646 0.2400
H 2.498 3.488 1.369 0.2242
H 2.982 2.621 -0.013 0.2239
```

Results
Total charge ... 0
Lowest unoccupied orbital energy ... -0.038 Eh
E_HOMO ... -8.2 eV
Relative energy (zero: lowest compared OMol25 entry of this formula, charge and spin) ... 1614.6 kJ/mol


Below is a single C20H22N2O5 molecule in a non-equilibrium geometry, with properties calculated with ωB97M-V/def2-TZVPD.

XYZ file:
```
49
Properties=species:S:1:pos:R:3:nbo_charge:R:1
C 2.915 1.213 -4.339 -0.6234
C 2.527 0.200 -3.307 -0.0678
O 3.672 -0.180 -2.554 -0.5007
C 3.524 -1.217 -1.561 0.6887
O 2.455 -1.788 -1.387 -0.5289
C 4.754 -1.537 -0.829 0.4680
O 5.854 -1.087 -1.145 -0.4292
C 4.756 -2.293 0.541 -0.5788
C 3.958 -1.575 1.578 0.5267
O 4.524 -0.702 2.270 -0.5419
C 2.474 -1.715 1.724 -0.3159
C 1.688 -0.733 2.246 -0.1202
C 0.196 -0.672 2.048 -0.0646
C -0.731 -1.365 1.288 -0.0097
N -2.051 -0.726 1.239 -0.3686
C -3.112 -1.031 0.387 -0.2830
C -2.824 -0.605 -1.035 0.6542
O -2.589 -1.577 -1.745 -0.6122
N -3.251 0.620 -1.565 -0.4330
C -3.628 0.594 -3.002 -0.4159
C -3.810 1.791 -0.705 -0.4033
C -1.979 0.206 2.208 0.2026
C -2.914 1.123 2.662 -0.2684
C -2.636 2.016 3.662 -0.2169
C -1.358 2.221 4.091 -0.2393
C -0.312 1.376 3.638 -0.1755
C -0.677 0.325 2.728 -0.1130
H 3.583 0.779 -5.076 0.2175
H 2.017 1.618 -4.769 0.2179
H 3.427 2.036 -3.849 0.2186
H 1.718 0.533 -2.662 0.1858
H 2.160 -0.756 -3.749 0.1832
H 5.746 -2.344 1.040 0.2703
H 4.521 -3.307 0.309 0.2438
H 1.920 -2.533 1.174 0.2162
H 2.149 0.196 2.734 0.2383
H -0.515 -2.238 0.661 0.2257
H -3.239 -2.085 0.485 0.2377
H -4.027 -0.594 0.710 0.2159
H -3.885 -0.413 -3.307 0.2296
H -4.450 1.259 -3.203 0.2000
H -2.676 0.919 -3.447 0.2084
H -3.509 2.820 -0.991 0.2155
H -3.510 1.610 0.282 0.2129
H -4.872 1.684 -0.728 0.1910
H -3.980 0.915 2.394 0.1976
H -3.508 2.458 4.134 0.2155
H -1.158 3.076 4.663 0.2112
H 0.665 1.483 4.060 0.2172
```

Results
Total charge ... 0
SMILES ... CCOC(=O)C(=O)CC(=O)/C=C/c1cn(CC(=O)N(C)C)c2ccccc12
Lowest unoccupied orbital energy ... -0.027 Eh
E_HOMO ... -8.0 eV
Relative energy (zero: lowest compared OMol25 entry of this formula, charge and spin) ... 588.8 kJ/mol


Below is a molecular structure, C20H23B3F24INO6S in a non-equilibrium geometry, with properties calculated with ωB97M-V/def2-TZVPD.

XYZ file:
```
79
Properties=species:S:1:pos:R:3:mulliken_charge:R:1
C 3.155 4.091 1.380 -0.5306
C 3.982 2.814 1.200 -0.4726
I 6.077 3.390 0.943 0.0178
C 3.596 1.983 -0.012 -0.7182
B 2.088 1.562 -0.005 -0.0326
O 1.537 0.768 0.989 -0.2784
B 0.296 1.198 1.415 0.3932
S -0.179 1.250 3.199 -0.3350
O -0.599 1.623 0.446 -0.5198
B 0.062 2.519 -0.390 0.5263
C -0.430 4.007 -0.565 -0.7489
C -0.837 4.566 0.780 -0.0667
N -2.002 4.524 1.286 -0.6299
O 1.208 2.023 -0.991 0.0217
H 3.724 4.978 1.126 0.5279
H 2.845 4.185 2.418 0.1484
H 2.269 4.095 0.745 -0.1602
H 4.010 2.221 2.104 0.5250
H 4.181 1.060 0.035 0.3952
H 3.874 2.453 -0.952 0.3408
H 0.142 2.522 3.451 0.1075
H -1.252 4.096 -1.273 0.5304
H 0.414 4.597 -0.923 0.2652
H -0.059 5.032 1.387 0.3977
H -2.654 4.053 0.656 0.2711
C 0.779 0.490 9.484 -0.7098
C 2.187 0.393 10.096 0.8834
C 3.005 1.683 10.209 0.0819
F 3.256 2.216 8.997 -0.2095
F 4.190 1.392 10.793 -0.2663
F 2.902 -0.552 9.452 -0.2673
F 2.010 -0.032 11.381 -0.3277
O 0.616 0.124 8.124 -0.3839
C 0.800 1.018 7.099 0.7688
C 1.949 0.581 6.180 0.2059
F 3.095 0.501 6.884 -0.2254
F 2.128 1.500 5.200 -0.1922
F 0.979 2.278 7.546 -0.3017
F -0.331 1.014 6.362 -0.2705
H 0.197 -0.257 10.021 0.3893
H 0.314 1.452 9.699 0.3271
H 2.481 2.418 10.826 0.2864
H 1.739 -0.390 5.730 0.2422
C -1.524 1.277 -3.903 -0.5569
C -0.936 -0.086 -4.303 1.0121
C 0.039 -0.124 -5.482 -0.0486
F -0.548 0.281 -6.622 -0.2367
F 0.446 -1.408 -5.652 -0.2399
F -1.939 -0.970 -4.511 -0.1801
F -0.225 -0.525 -3.227 -0.3443
O -2.826 1.590 -4.358 -0.4192
C -3.050 2.171 -5.581 0.7395
C -3.887 1.265 -6.491 0.1876
F -3.255 0.096 -6.702 -0.1963
F -4.055 1.884 -7.681 -0.2653
F -1.905 2.555 -6.177 -0.2883
F -3.783 3.287 -5.364 -0.3064
H -1.637 1.221 -2.821 0.1866
H -0.821 2.089 -4.091 0.4162
H 0.914 0.499 -5.280 0.3361
H -4.861 1.072 -6.035 0.2550
C -0.764 -6.861 -4.432 -0.7453
C -1.478 -6.960 -3.074 0.9074
C -2.940 -7.413 -3.069 0.0667
F -3.727 -6.552 -3.742 -0.2083
F -3.372 -7.463 -1.787 -0.2672
F -1.355 -5.794 -2.406 -0.2597
F -0.805 -7.912 -2.363 -0.3328
O -0.648 -5.583 -5.029 -0.3588
C -1.630 -5.065 -5.839 0.7648
C -2.222 -3.781 -5.252 0.6866
F -2.770 -4.021 -4.043 -0.2602
F -3.195 -3.326 -6.075 -0.2893
F -2.584 -5.977 -6.119 -0.2905
F -1.044 -4.724 -7.008 -0.2909
H 0.266 -7.140 -4.218 0.3919
H -1.141 -7.602 -5.137 0.3247
H -3.035 -8.411 -3.508 0.2851
H -1.447 -3.028 -5.150 -0.1813
```

Results
Total charge ... 0
Lowest unoccupied orbital energy ... 0.002 Eh
E_HOMO ... -9.6 eV


Below is a molecular structure, C20H23BF2IrN5O in a non-equilibrium geometry, with properties calculated with ωB97M-V/def2-TZVPD.

XYZ file:
```
53
Properties=species:S:1:pos:R:3:nbo_charge:R:1
Ir -1.066 -1.135 1.335 0.7221
N 1.293 -2.166 3.314 -0.5525
C 1.663 -1.987 2.003 0.4033
C 3.024 -2.096 1.686 -0.2433
C 3.435 -2.027 0.383 -0.0763
C 2.482 -1.861 -0.631 -0.2363
C 1.176 -1.731 -0.274 0.0507
N 0.761 -1.757 1.031 -0.4132
C 0.033 -2.409 3.825 0.4073
C -0.099 -2.864 5.140 -0.2480
C -1.344 -3.185 5.615 -0.0789
C -2.458 -3.055 4.772 -0.2280
C -2.261 -2.578 3.511 0.0512
N -1.028 -2.234 3.046 -0.5010
H 2.054 -2.329 3.954 0.4386
H 3.732 -2.267 2.486 0.2526
H 4.484 -2.123 0.141 0.2636
H 2.761 -1.829 -1.674 0.2674
H 0.394 -1.591 -1.006 0.2339
H 0.784 -2.980 5.755 0.2517
H -1.462 -3.548 6.626 0.2628
H -3.452 -3.318 5.102 0.2677
H -3.079 -2.451 2.812 0.2290
C 0.535 0.317 -3.733 -0.6188
C -0.402 1.513 -3.622 -0.2118
N 0.242 2.697 -3.070 -0.4164
C 1.227 3.399 -3.906 -0.2208
C 2.656 3.207 -3.420 -0.6181
C -0.078 3.276 -1.896 0.6417
O 0.354 4.349 -1.515 -0.5797
C -1.029 2.568 -0.958 -0.1098
C -2.126 3.264 -0.462 -0.0638
C -2.926 2.672 0.500 -0.2141
C -2.594 1.417 0.965 0.0346
N -1.505 0.763 0.526 -0.5150
C -0.748 1.323 -0.437 0.0628
H -0.007 -0.557 -4.094 0.2294
H 0.989 0.083 -2.764 0.1711
H 1.347 0.516 -4.431 0.2321
H -1.277 1.267 -3.021 0.2019
H -0.782 1.767 -4.615 0.2215
H 0.974 4.459 -3.907 0.2361
H 1.106 3.023 -4.921 0.2062
H 2.770 3.594 -2.408 0.2258
H 3.342 3.752 -4.067 0.2374
H 2.941 2.153 -3.436 0.1935
H -2.335 4.261 -0.828 0.2661
H -3.795 3.175 0.899 0.2624
H -3.194 0.933 1.728 0.2145
H 0.124 0.773 -0.763 0.2140
F -2.590 -3.220 -0.003 -0.4707
B -2.289 -1.946 -0.130 1.1360
F -2.750 -1.277 -1.162 -0.4726
```

Results
Total charge ... +2
Lowest unoccupied orbital energy ... -0.291 Eh
E_HOMO ... -14.1 eV


It is found that the orbital gap values, taken in the order of the records, are 9.857; 7.183; 7.297; 9.619; 6.233 eV.